Entry 1:
Here is the molecule CH4N2OS in a non-equilibrium geometry from the Open Molecules 2025 dataset. Energies are from ωB97M-V/def2-TZVPD.

Summary:
HOMO level in eV: -8.87
Lowest unoccupied orbital energy in eV: 0.8
SMILES: O/N=C\NS
Total charge: 0
Relative energy (zero: lowest compared OMol25 entry of this formula, charge and spin) in kcal/mol: 65.1

Cartesian coordinates (Å):
C1 0.31059 -0.68898 -0.49011
H1 1.41297 0.70479 2.05804
H2 -0.17373 1.20531 0.13960
H3 1.12846 -1.44211 -0.57242
H4 -2.56752 -0.27998 -0.64374
N1 0.53855 0.55186 -0.04116
N2 -0.87361 -1.10177 -0.72822
O1 -1.64939 0.02742 -0.59891
S1 1.87369 1.02345 0.87693



Entry 2:
Here is a cluster of 11 separate species, C19H41Cl21FO2PSi in total in a non-equilibrium geometry from the Open Molecules 2025 dataset. Energies are from ωB97M-V/def2-TZVPD.

Summary:
HOMO level in eV: -8.34
Lowest unoccupied orbital energy in eV: 0.3
SMILES: CCOCCO[Si@@](Cl)([C@@H](F)CC)P(C)C.ClCCl.ClCCl.ClCCl.ClCCl.ClCCl.ClCCl.ClCCl.ClCCl.ClCCl.ClCCl
Total charge: 0

Cartesian coordinates (Å):
C1 2.88639 -0.01339 0.82411
C2 1.48161 -0.59549 0.69627
O1 1.07273 -0.68618 -0.63784
C3 0.77980 0.57445 -1.16995
C4 -0.71528 0.60616 -1.33378
O2 -1.18392 1.89223 -1.67015
Si1 -2.25159 2.58778 -0.61336
Cl1 -3.19777 4.04864 -1.77159
C5 -3.60357 1.41236 -0.00028
F1 -3.96635 0.46812 -0.93886
C6 -3.32837 0.76639 1.32749
C7 -4.52482 -0.04662 1.79980
P1 -1.40931 3.63355 1.15196
C8 -0.84751 5.28356 0.58423
C9 0.12310 2.78372 1.71012
H1 3.49623 -0.61050 1.47249
H2 3.30169 0.05670 -0.16381
H3 2.85017 0.98231 1.23699
H4 1.54523 -1.60137 1.06116
H5 0.77396 -0.08318 1.33667
H6 1.16025 1.37159 -0.55337
H7 1.22922 0.59863 -2.14669
H8 -0.95308 -0.05392 -2.14854
H9 -1.16145 0.18270 -0.44316
H10 -4.47776 2.03111 0.15921
H11 -2.48894 0.08404 1.27504
H12 -3.06082 1.51467 2.04834
H13 -5.30099 0.61442 2.13511
H14 -4.84685 -0.64038 0.96734
H15 -4.22169 -0.74176 2.56127
H16 -1.59346 5.75560 -0.02786
H17 -0.68548 5.91025 1.44339
H18 0.06365 5.22885 0.01572
H19 0.43143 3.23623 2.63461
H20 0.94735 2.87721 1.02287
H21 -0.12045 1.75854 1.93183
C10 -1.36058 2.09956 -4.81533
Cl2 -2.37627 1.17771 -5.93225
Cl3 0.31667 1.53642 -4.83459
H22 -1.37669 3.14137 -5.10832
H23 -1.74744 1.98406 -3.81053
C11 2.70829 -2.42770 -2.93904
Cl4 2.56092 -4.17948 -3.14874
Cl5 4.26622 -1.98402 -2.23110
H24 2.62139 -1.94511 -3.91109
H25 1.92118 -2.09287 -2.27137
C12 4.20729 -2.03614 -6.92843
Cl6 3.08678 -1.03231 -5.99448
Cl7 3.86480 -3.75689 -6.74324
H26 4.11082 -1.77307 -7.97359
H27 5.21352 -1.84202 -6.58041
C13 -3.26481 0.18085 4.92988
Cl8 -3.61251 0.16102 6.65769
Cl9 -1.97606 1.32389 4.53193
H28 -2.94615 -0.81081 4.63328
H29 -4.16145 0.46591 4.39382
C14 1.60005 0.55210 4.72451
Cl10 0.96988 -0.65509 3.59550
Cl11 1.98033 2.08039 3.92292
H30 0.84807 0.73812 5.48111
H31 2.50300 0.16257 5.17630
C15 1.26951 6.34652 -2.92113
Cl12 0.36667 4.84231 -2.72250
Cl13 1.24969 7.34134 -1.45812
H32 2.29794 6.10209 -3.15596
H33 0.82256 6.91274 -3.72795
C16 1.92992 -7.09459 -0.93326
Cl14 1.14289 -8.67569 -0.79873
Cl15 2.00535 -6.26829 0.62496
H34 2.93773 -7.23922 -1.29972
H35 1.36463 -6.48255 -1.62362
C17 -2.35568 -3.45792 7.69222
Cl16 -2.15259 -2.33918 9.04376
Cl17 -1.68605 -2.81062 6.18798
H36 -1.84022 -4.37980 7.92695
H37 -3.41241 -3.64201 7.54853
C18 4.22183 4.89102 -0.88564
Cl18 3.37404 3.69256 -1.87363
Cl19 4.85433 6.22553 -1.85829
H38 3.52920 5.29066 -0.15473
H39 5.05427 4.40556 -0.39300
C19 -2.51513 -9.13510 -1.25102
Cl20 -3.58684 -8.06726 -0.33591
Cl21 -2.92357 -10.83901 -1.01213
H40 -2.60994 -8.90103 -2.30341
H41 -1.49877 -8.97352 -0.91691



Entry 3:
Here is the molecule C5H6O3 in a non-equilibrium geometry from the Open Molecules 2025 dataset. Energies are from ωB97M-V/def2-TZVPD.

Summary:
HOMO level in eV: -9.49
Lowest unoccupied orbital energy in eV: -0.7
SMILES: O=CC(C=O)=CCO
Total charge: 0
Relative energy (zero: lowest compared OMol25 entry of this formula, charge and spin) in kcal/mol: 41.3

Cartesian coordinates (Å):
C1 -1.96554 -0.95427 0.12650
C2 -0.51637 -0.94740 -0.23919
C3 0.42828 -0.02287 0.01159
C4 1.86090 -0.43698 0.11068
C5 0.16793 1.43894 -0.00867
H1 -3.43313 0.30579 0.26317
H2 -2.08471 -1.30300 1.15725
H3 -2.49578 -1.71940 -0.42267
H4 -0.11263 -1.87422 -0.61174
H5 2.52629 0.40263 0.28591
H6 -0.94446 1.70415 -0.00306
O1 -2.53054 0.34290 -0.05664
O2 2.28092 -1.57656 0.00572
O3 1.08627 2.23609 -0.03337



Entry 4:
Here is a structure of composition C3H7FO2Pr in a non-equilibrium geometry from the Open Molecules 2025 dataset. Energies are from ωB97M-V/def2-TZVPD.

Summary:
HOMO level (spin up / spin down) in eV: -19.20 / -18.89
Spin multiplicity: 4
Expectation value of S²: 3.765
Lowest unoccupied orbital energy (spin up / spin down) in eV: -11.0 / -12.0
Total charge: +2

Cartesian coordinates (Å):
O1 0.68158 1.14706 0.54184
Pr1 3.00501 0.50254 0.34661
F1 4.95923 -0.13991 -0.01671
C1 -0.15358 -1.55859 -1.01032
O2 -0.19823 -0.74698 0.15450
C2 -0.59092 0.61087 -0.02385
C3 -1.32409 1.16113 1.15043
H1 0.23357 -2.53678 -0.71426
H2 -1.18083 -1.65018 -1.39520
H3 0.46803 -1.09771 -1.78963
H4 -0.88962 1.07662 2.15856
H5 -0.99609 0.76533 -1.03171
H6 -1.77800 1.89556 0.30967
H7 -2.23606 0.57105 1.32007



Entry 5:
Here is a cluster of 5 separate species, C15H20Cl2F2O12 in total in a non-equilibrium geometry from the Open Molecules 2025 dataset. Energies are from ωB97M-V/def2-TZVPD.

Summary:
HOMO level in eV: -10.84
Lowest unoccupied orbital energy in eV: 0.3
SMILES: O=C1OC[C@@H](F)O1.O=C1OC[C@@H](F)O1.C[C@H]1COC(=O)O1.C[C@H]1COC(=O)O1.ClCCl
Total charge: 0
Relative energy (zero: lowest compared OMol25 entry of this formula, charge and spin) in kcal/mol: 38.4

Cartesian coordinates (Å):
C1 -29.00665 -0.07655 16.00562
C2 -28.08811 0.80643 16.94109
C3 -26.57546 0.66271 16.71620
O1 -26.13795 1.95795 16.62637
C4 -27.16170 2.81217 16.71294
O2 -27.05720 4.02593 16.78794
O3 -28.29234 2.13198 16.87044
H1 -30.05763 0.14699 16.18887
H2 -28.84592 -1.09773 16.35124
H3 -28.68879 -0.05978 14.96313
H4 -28.30744 0.51873 17.96931
H5 -26.29968 0.01220 15.88621
H6 -26.20123 0.28816 17.66896
C5 -19.87931 4.11664 20.02352
C6 -18.90631 4.78348 21.16264
C7 -17.44473 4.50988 20.96755
O4 -16.87277 5.79479 20.85583
C8 -17.88015 6.76183 20.94539
O5 -17.67890 7.93931 20.98023
O6 -19.04767 6.15404 20.99782
H7 -19.74582 4.32923 18.96282
H8 -20.91146 4.36797 20.26766
H9 -19.84896 3.02740 20.05074
H10 -19.20420 4.54848 22.18447
H11 -17.36485 3.98148 20.01754
H12 -16.94389 3.87748 21.70057
C9 -21.72209 8.83995 15.35804
Cl1 -20.06037 9.38505 15.22242
Cl2 -22.14109 8.01522 13.82983
H13 -21.79718 8.11174 16.16561
H14 -22.31599 9.73685 15.53399
C10 -23.92690 12.81697 9.43194
C11 -24.10143 13.44272 8.06677
O7 -25.38378 13.80104 8.18687
C12 -25.70347 14.07877 9.50737
O8 -26.67384 14.69267 9.94179
O9 -24.79233 13.54219 10.32280
F1 -24.03519 12.44245 7.19704
H15 -22.89272 12.95303 9.74825
H16 -24.01390 11.73044 9.43355
H17 -23.34344 14.17118 7.77886
C13 -24.62470 8.01848 23.52782
C14 -25.40827 8.72862 22.40641
O10 -26.43942 7.80719 22.20661
C15 -26.19433 6.60760 22.75801
O11 -26.98279 5.70220 22.63569
O12 -25.05326 6.72841 23.49383
F2 -24.63983 8.75253 21.30681
H18 -24.80653 8.27401 24.57174
H19 -23.56916 8.18927 23.31628
H20 -25.79414 9.69026 22.74473



Entry 6:
Here is the molecule C2H4Br3P in a non-equilibrium geometry from the Open Molecules 2025 dataset. Energies are from ωB97M-V/def2-TZVPD.

Summary:
HOMO level in eV: -9.73
Lowest unoccupied orbital energy in eV: 0.0
SMILES: C[C@@H](Br)P(Br)Br
Total charge: 0
Relative energy (zero: lowest compared OMol25 entry of this formula, charge and spin) in kcal/mol: 4.5

Cartesian coordinates (Å):
C1 -0.14945 0.54718 1.28586
C2 -0.12409 -0.43014 0.10740
P1 -0.14754 0.46345 -1.50907
Br1 -1.74143 -1.57694 0.25303
Br2 -0.35540 -1.15686 -2.95777
Br3 2.05402 0.82188 -1.63980
H1 -0.90658 1.30485 0.84204
H2 -0.30621 -0.03547 2.20168
H3 0.82497 1.17794 1.12104
H4 0.85171 -1.11590 0.29558



Entry 7:
Here is a cluster of 2 separate species, C31H21BF6O2S in total in a non-equilibrium geometry from the Open Molecules 2025 dataset. Energies are from ωB97M-V/def2-TZVPD.

Summary:
HOMO level in eV: -7.36
Lowest unoccupied orbital energy in eV: -3.5
Total charge: 0
Relative energy (zero: lowest compared OMol25 entry of this formula, charge and spin) in kcal/mol: 84.1

Cartesian coordinates (Å):
F1 3.32475 2.97246 2.90604
C1 1.99329 2.94677 2.55013
C2 1.06237 3.52630 3.41109
C3 -0.27118 3.45286 3.01645
F2 -1.21826 4.03460 3.82817
C4 -0.69184 2.79548 1.86802
C5 0.26895 2.21527 0.99337
C6 -0.11049 1.64137 -0.27898
C7 0.30169 2.24585 -1.49960
C8 -0.41104 2.00145 -2.71712
C9 -0.02242 2.57967 -3.91150
C10 1.10830 3.40639 -3.98904
C11 1.77464 3.67975 -2.80543
F3 2.90981 4.45648 -2.85991
C12 1.38718 3.16925 -1.57655
C13 1.63404 2.31538 1.36355
H1 1.36393 4.00674 4.33530
H2 -1.74600 2.76931 1.60130
H3 -1.03248 1.06820 -0.31646
H4 -1.29692 1.35575 -2.67167
H5 -0.59151 2.36456 -4.82018
H6 1.45957 3.81744 -4.93468
H7 1.91492 3.48673 -0.68366
H8 2.40441 1.92432 0.69435
C14 0.18346 -6.72881 -0.92505
C15 0.17593 -5.36823 -0.34105
C16 0.31557 -5.01889 0.98721
C17 0.24358 -3.59742 1.22855
C18 0.01442 -2.87626 0.08340
B1 -0.06495 -1.24454 -0.06753
C19 -1.46104 -0.94025 0.73693
C20 -2.64303 -1.44383 0.22273
C21 -3.86224 -1.20308 0.87066
C22 -3.85049 -0.43646 2.02860
C23 -5.13319 -0.09055 2.74616
F4 -5.21446 -0.71852 3.96472
F5 -5.21135 1.25907 2.98960
F6 -6.24680 -0.43770 2.04281
C24 -2.66705 0.03357 2.57796
C25 -1.45869 -0.27296 1.94607
O1 1.21689 -0.83343 0.54522
C26 2.04211 -0.66741 -0.50570
C27 1.32861 -0.71168 -1.73113
C28 1.91880 -0.30260 -2.92230
C29 3.18672 0.26752 -2.84727
C30 3.88018 0.33962 -1.63319
C31 3.34351 -0.17272 -0.45484
O2 0.00852 -0.90500 -1.51035
S1 -0.05007 -3.91807 -1.29737
H9 0.39185 -7.47570 -0.15880
H10 -0.78545 -6.96232 -1.37468
H11 0.94686 -6.81415 -1.70410
H12 0.47292 -5.75070 1.77459
H13 0.34370 -3.16765 2.22070
H14 -2.61895 -2.06871 -0.66470
H15 -4.79021 -1.59806 0.47020
H16 -2.68198 0.63401 3.48669
H17 -0.52758 0.02758 2.41983
H18 1.35525 -0.38304 -3.84622
H19 3.64744 0.67432 -3.75128
H20 4.86993 0.80362 -1.60694
H21 3.86554 -0.16294 0.49685



Entry 8:
Here is a structure of composition C3H5EuO3 in a non-equilibrium geometry from the Open Molecules 2025 dataset. Energies are from ωB97M-V/def2-TZVPD.

Summary:
HOMO level (spin up / spin down) in eV: -11.00 / -11.14
Spin multiplicity: 8
Expectation value of S²: 15.768
Lowest unoccupied orbital energy (spin up / spin down) in eV: -5.5 / -5.4
Total charge: +1
Relative energy (zero: lowest compared OMol25 entry of this formula, charge and spin) in kcal/mol: 61.8

Cartesian coordinates (Å):
C1 0.06869 0.27213 0.21412
O1 -0.17272 0.53694 -1.00472
O2 1.36971 -0.07317 0.47058
O3 -0.36196 1.08718 1.21337
C2 1.84865 0.58611 1.64419
C3 0.55236 1.05869 2.30641
H1 2.50251 1.41827 1.35142
H2 2.41019 -0.12834 2.25687
H3 0.62189 2.06755 2.72595
H4 0.19376 0.36472 3.07887
Eu1 -2.01359 -0.48922 -2.58116
H5 -1.27451 -0.79331 -0.04456



| no. | calculated total energy (eV) |
| --- | --- |
| 1 | -16962.3655 |
| 2 | -307320.0149 |
| 3 | -11422.6223 |
| 4 | -24083.7588 |
| 5 | -70927.4908 |
| 6 | -221555.6192 |
| 7 | -64398.7881 |
| 8 | -28652.9902 |